1.
2 unconnected molecules or ions with the total composition C5H3NO in a non-equilibrium geometry. Source: OMol25; level of theory: the ωB97M-V functional and the def2-TZVPD basis.

Values from the calculation:
Energy relative to the best compared isomer or geometry (same formula, charge and spin): 2.607 eV
Kohn-Sham gap: 10.0371 eV
E_HOMO: -9.948 eV
2S+1: 1
Total energy: -8767.399 eV
Structure (SMILES): N#CC=C=O.C#C

Positions of all 10 atoms, in Å:
N: 2.59441 -0.88496 -0.14586
C: 1.86007 -0.00121 0.01568
C: 1.07141 1.16049 0.20973
C: -0.21430 1.26856 0.51993
O: -1.29601 1.56184 0.80893
H: 1.55400 2.13010 0.16939
C: -1.92235 -1.03007 -0.33103
C: -0.87232 -1.60299 -0.46375
H: -2.84025 -0.49718 -0.20301
H: 0.06534 -2.10457 -0.58001

=====

2.
C5H3NO in the gas phase in a non-equilibrium geometry. Source: OMol25; level of theory: the ωB97M-V functional and the def2-TZVPD basis.

Values from the calculation:
Energy relative to the best compared isomer or geometry (same formula, charge and spin): 4.148 eV
Kohn-Sham gap: 8.7288 eV
E_HOMO: -9.362 eV
2S+1: 1
Total energy: -8765.859 eV

Positions of all 10 atoms, in Å:
N: -1.83142 -2.19067 1.37731
C: -1.19226 -1.41837 0.80223
C: -0.37253 -0.44923 0.11339
C: 0.90528 -0.05835 0.59554
O: 1.27559 1.01102 -0.02888
C: 0.24765 1.39637 -0.90335
C: -0.88465 0.62819 -0.86095
H: 1.57470 -0.48079 1.33429
H: 0.48777 2.30719 -1.43196
H: -0.21013 -0.74535 -0.99761

=====

3.
C5H3NO in the gas phase in a non-equilibrium geometry. Source: OMol25; level of theory: the ωB97M-V functional and the def2-TZVPD basis.

Values from the calculation:
Energy relative to the best compared isomer or geometry (same formula, charge and spin): 3.219 eV
Kohn-Sham gap: 9.3065 eV
E_HOMO: -9.077 eV
2S+1: 1
Total energy: -8766.787 eV
Structure (SMILES): C#Cc1cnco1

Positions of all 10 atoms, in Å:
C: -1.62628 0.93326 1.96502
C: -0.69015 0.70254 1.17200
C: 0.01441 0.02874 0.20971
C: -0.39741 -0.00146 -1.04356
N: 0.63798 -0.61362 -1.85557
C: 1.60139 -1.03383 -0.96730
O: 1.36580 -0.42029 0.28905
H: -2.16527 1.43240 2.93456
H: -1.41700 0.30996 -1.50863
H: 2.67653 -1.33770 -1.19529